The following is a DFT calculation (ωB97M-V/def2-TZVPD) of a cluster of 2 separate species, CNPS in total at a distorted geometry.

Gap between HOMO and LUMO (alpha / beta): 6.5 / 6.2 eV
2S+1: 3
Largest force on an atom: 0.035 Eh/bohr
Relative energy (zero: lowest compared OMol25 entry of this formula, charge and spin): 61.3 kJ/mol

Each line ends with the Löwdin charge.
Cartesian coordinates (Å):
S: -1.831 -0.693 -0.097  0.10
P: -1.168 0.988 0.486  0.26
N: 0.930 -0.058 -0.305  -0.22
C: 2.069 -0.237 -0.084  -0.14


The following is a DFT calculation (ωB97M-V/def2-TZVPD) of the ion C6H15N2O2P2 with charge +1 at a distorted geometry.

Gap between HOMO and LUMO: 8.8 eV
2S+1: 1
Charge: +1
Structure (SMILES): O[PH]#[PH]/[NH+]=C1/CCCCN[C@H]1O
Largest force on an atom: 0.080 Eh/bohr
Relative energy (zero: lowest compared OMol25 entry of this formula, charge and spin): 69.6 kJ/mol

Each line ends with the Löwdin charge.
Cartesian coordinates (Å):
P: -2.637 1.191 -0.657  0.68
P: -2.974 -0.958 -0.189  0.81
O: -1.337 -0.677 1.720  -0.07
O: -2.800 1.614 0.958  -0.44
N: -1.272 -1.361 -0.778  -0.15
N: 0.558 0.586 1.413  0.03
C: 1.172 -1.436 -0.970  -0.10
C: -0.064 -0.637 1.181  -0.39
C: 1.023 1.343 0.262  -0.19
C: -0.106 -1.061 -0.306  -0.20
C: 2.396 -0.691 -0.475  -0.19
C: 2.352 0.818 -0.387  -0.17
H: 1.245 2.417 0.588  0.15
H: -3.425 -1.136 -1.619  -0.05
H: -1.440 0.146 2.102  0.05
H: 0.540 -1.533 1.720  0.22
H: 3.268 -1.040 -1.077  0.14
H: 1.350 -2.442 -0.887  0.11
H: -1.241 -1.717 -1.785  0.15
H: 2.485 -0.973 0.531  0.09
H: 3.328 1.206 0.097  0.15
H: 0.322 1.571 -0.579  0.09
H: -2.837 2.487 1.210  0.01
H: -4.015 1.422 -0.984  -0.07
H: 0.819 0.814 2.310  0.12
H: 2.348 1.259 -1.369  0.10
H: 0.942 -1.210 -2.029  0.15